ORCA calculation (ωB97M-V/def2-TZVPD) on one molecule with the formula C3H8N2O.

Values from the calculation:
SMILES   NCNCC=O
Strongest force on any atom   0.767 eV/A
Lowest unoccupied orbital energy   1.00 eV
HOMO level   -9.44 eV

```
14
Properties=species:S:1:pos:R:3:lowdin_charge:R:1
N 0.56 -0.11 -0.06 -0.08
H 0.93 -1.36 1.59 0.11
H 0.31 -2.20 0.18 0.11
H 2.40 -1.26 -0.88 0.07
H -0.73 0.89 1.36 0.12
C 0.98 -1.39 0.49 -0.35
C -1.51 1.12 -0.62 -0.26
O -2.15 2.10 -0.40 0.06
H -1.46 0.63 -1.61 0.12
C -0.72 0.35 0.42 -0.21
H -1.37 -0.52 0.58 0.13
H 1.27 0.56 0.21 0.12
H 2.62 -2.56 0.08 0.06
N 2.37 -1.58 0.08 0.00
```

ORCA calculation (ωB97M-V/def2-TZVPD) on C3H8N2O as an isolated structure at a distorted geometry.

Values from the calculation:
Strongest force on any atom   1.632 eV/A
Lowest unoccupied orbital energy   0.74 eV
HOMO level   -7.66 eV

```
14
Properties=species:S:1:pos:R:3:lowdin_charge:R:1
C 0.83 1.53 0.23 -0.02
N 0.83 -0.85 -0.55 -0.03
C 0.19 0.26 -0.20 -0.37
H -2.59 -1.39 0.18 0.06
C -1.19 -0.04 -0.52 -0.23
H -1.39 -1.09 1.25 0.07
N -1.98 -0.66 0.54 -0.02
H 1.91 1.48 0.21 0.08
H 0.52 1.79 1.25 0.09
O 2.00 -1.14 0.29 -0.07
H -0.38 -1.22 -0.96 0.19
H -1.76 0.72 -1.04 0.10
H 0.48 2.34 -0.42 0.09
H 2.52 -1.74 -0.27 0.08
```

ORCA calculation (ωB97M-V/def2-TZVPD) on a 2-piece molecular cluster, C3H8N2O overall at a distorted geometry.

Values from the calculation:
SMILES   C=CN.NC=O
Strongest force on any atom   1.784 eV/A
Lowest unoccupied orbital energy   0.81 eV
HOMO level   -8.04 eV

```
14
Properties=species:S:1:pos:R:3:lowdin_charge:R:1
C -1.06 1.51 -1.32 -0.03
N 1.32 -2.84 0.36 0.11
O -0.74 -2.30 -0.38 0.01
H 2.10 -2.73 1.00 0.09
H -1.61 2.88 0.25 0.10
H 0.03 -1.64 1.37 0.12
H 0.69 1.20 0.63 0.05
N 0.26 2.09 0.57 0.02
H 0.51 2.69 1.30 0.06
C 0.13 -2.22 0.45 -0.44
C -0.87 2.26 -0.24 -0.29
H -1.94 1.73 -1.90 0.04
H 1.53 -3.39 -0.46 0.10
H -0.35 0.76 -1.64 0.05
```

ORCA calculation (ωB97M-V/def2-TZVPD) on one molecule with the formula C3H8N2O at a distorted geometry.

Values from the calculation:
SMILES   CCNC(N)=O
Strongest force on any atom   2.461 eV/A
Lowest unoccupied orbital energy   0.87 eV
HOMO level   -9.53 eV

```
14
Properties=species:S:1:pos:R:3:lowdin_charge:R:1
H 0.33 0.79 -0.94 0.10
H -1.46 0.55 -2.22 0.06
C 1.06 -0.89 0.94 -0.62
H -1.75 -0.85 -1.22 0.07
O 1.20 -1.86 1.65 0.04
H -0.81 -0.62 1.48 0.14
C -1.63 0.24 -1.19 -0.10
C -0.49 0.69 -0.24 -0.25
N -0.22 -0.38 0.71 0.04
H -0.66 1.67 0.20 0.11
H -2.66 0.48 -0.88 0.06
H 2.94 -0.62 0.60 0.10
H 2.05 0.90 0.60 0.09
N 2.10 -0.09 0.50 0.15
```

ORCA calculation (ωB97M-V/def2-TZVPD) on one molecule with the formula C3H8N2O at a distorted geometry.

Values from the calculation:
SMILES   [H]/N=N/OC(C)C
Strongest force on any atom   7.535 eV/A
Lowest unoccupied orbital energy   1.19 eV
HOMO level   -9.57 eV

```
14
Properties=species:S:1:pos:R:3:lowdin_charge:R:1
H 0.17 -2.13 -0.02 0.13
H 0.92 -1.15 -1.30 0.03
H -3.86 -0.37 0.34 0.06
C 0.88 -1.17 -0.30 -0.06
N -1.95 -0.05 0.38 -0.08
H 0.21 0.15 1.48 0.16
N -3.06 0.01 -0.16 0.08
H 2.11 1.09 0.49 0.07
C 1.21 1.23 -0.10 -0.06
C 0.27 0.07 0.36 -0.42
H 0.83 2.12 0.19 0.03
O -0.90 0.48 -0.36 -0.12
H 1.73 -1.47 0.24 0.05
H 1.47 1.19 -1.24 0.13
```

ORCA calculation (ωB97M-V/def2-TZVPD) on a 2-piece molecular cluster, C3H8N2O overall at a distorted geometry.

Values from the calculation:
SMILES   C=CN.NC=O
Strongest force on any atom   1.768 eV/A
Lowest unoccupied orbital energy   0.81 eV
HOMO level   -8.90 eV

```
14
Properties=species:S:1:pos:R:3:lowdin_charge:R:1
N 0.54 1.90 -0.05 0.03
C -0.75 -1.67 -1.84 -0.42
H 2.05 0.58 1.63 0.05
C 1.00 0.55 1.88 -0.02
H 0.76 0.09 2.83 0.05
H -0.29 -0.59 -0.05 0.03
C 0.11 1.11 1.05 -0.33
H -0.96 1.03 1.01 0.10
O 0.06 -1.25 -2.64 0.01
H -1.53 -2.40 -2.08 0.12
N -0.78 -1.33 -0.53 0.12
H 1.52 1.75 -0.26 0.08
H -1.68 -1.52 -0.11 0.09
H -0.04 1.74 -0.86 0.07
```

ORCA calculation (ωB97M-V/def2-TZVPD) on one molecule with the formula C3H8N2O.

Values from the calculation:
SMILES   CC(O)=C(N)N
Strongest force on any atom   0.203 eV/A
Lowest unoccupied orbital energy   0.82 eV
HOMO level   -7.37 eV

```
14
Properties=species:S:1:pos:R:3:lowdin_charge:R:1
H 2.45 0.37 -1.19 0.11
H -0.87 0.84 1.73 0.07
C 0.81 -0.20 -0.09 -0.47
O -1.26 -0.45 -1.33 -0.06
H -1.44 1.61 0.23 0.07
N 1.47 0.51 -1.01 0.17
C -1.37 0.66 0.78 -0.09
C -0.65 -0.40 -0.04 -0.42
H -1.24 -1.36 -1.63 0.08
H -2.39 0.33 0.99 0.07
H 0.92 0.91 -1.76 0.11
H 0.10 -1.29 1.05 0.18
N 1.29 -0.90 0.92 0.08
H 2.18 -0.64 1.36 0.09
```

ORCA calculation (ωB97M-V/def2-TZVPD) on a 2-piece molecular cluster, C3H8N2O overall at a distorted geometry.

Values from the calculation:
Strongest force on any atom   2.142 eV/A
Lowest unoccupied orbital energy   1.06 eV
HOMO level   -9.03 eV

```
14
Properties=species:S:1:pos:R:3:lowdin_charge:R:1
N -3.24 -0.96 0.18 0.08
H 0.79 0.22 -1.58 0.11
H 2.49 0.52 0.21 0.06
N -0.26 0.67 0.22 -0.14
H 2.54 -1.14 -0.40 0.07
H 0.07 -1.14 -0.68 0.10
H -1.22 0.71 -0.26 0.01
H -3.35 -1.48 1.03 0.09
C 0.61 -0.19 -0.57 -0.30
C -2.87 -0.24 -0.65 -0.03
H 0.55 2.20 1.05 0.08
C 1.93 -0.42 0.14 -0.10
H 1.76 -0.79 1.15 0.07
O 0.21 2.02 0.16 -0.10
```